(1)
Molecular formula: C4H13N4
Method: DFT, ωB97M-V/def2-TZVPD

Geometry as XYZ:
```
21
C4H13N4 | OMol25 | ωB97M-V/def2-TZVPD
C -0.976 -1.422 -1.429
N -2.286 1.063 -1.479
C -2.543 0.065 -0.551
N -1.989 -1.069 -0.455
H -1.091 -0.962 -2.420
H -0.987 -2.493 -1.598
H 0.028 -1.174 -1.043
H -2.631 1.975 -1.234
H -1.378 1.038 -1.916
H -3.373 0.290 0.116
C 0.525 -0.437 2.257
N 1.057 0.324 1.111
C 2.286 0.301 0.698
N 2.786 1.069 -0.239
H -0.462 -0.797 1.983
H 0.494 0.216 3.119
H 1.183 -1.274 2.471
H 0.388 0.945 0.667
H 2.974 -0.387 1.171
H 2.238 1.762 -0.726
H 3.757 0.965 -0.502
```

Values from the calculation:
Largest force on an atom in eV Å⁻¹: 0.57
E_tot in a.u.: -378.986161
Net charge: +1
Relative energy (zero: lowest compared OMol25 entry of this formula, charge and spin) in kJ/mol: 130.22
Orbital gap in eV: 8.7718
LUMO energy in eV: -3.5

Atomic partial charges in e from the Mulliken method, atoms 1 to 6: -0.8056 -0.4686 0.1182 -0.4575 0.3723 0.3069

=====

(2)
Molecular formula: C28H29BCuN7P
Method: DFT, ωB97M-V/def2-TZVPD

Geometry as XYZ:
```
67
C28H29BCuN7P | OMol25 | ωB97M-V/def2-TZVPD
H -0.060 -3.396 0.609
N -0.461 -2.529 -1.279
B -0.937 -1.999 -3.667
N -1.091 -2.910 -2.421
C -1.649 -4.112 -2.189
Cu 0.790 0.226 -1.695
H -2.253 -4.591 -2.944
C -1.332 -4.510 -0.891
H -1.649 -5.403 -0.385
C -0.557 -3.488 -0.347
H -1.399 -2.508 -4.644
C 1.813 1.909 -1.938
H 2.211 2.077 -0.928
H 1.064 2.670 -2.201
H 2.590 1.773 -2.698
N 0.578 -1.657 -3.849
N -1.624 -0.645 -3.373
N 1.340 -0.885 -2.954
N -1.085 0.215 -2.450
C 1.360 -2.058 -4.867
C -2.767 -0.117 -3.855
H 0.925 -2.632 -5.673
H -3.331 -0.659 -4.597
C 2.653 -1.593 -4.644
C -2.950 1.124 -3.257
C 2.606 -0.878 -3.443
C -1.866 1.307 -2.388
H 3.508 -1.736 -5.276
H -3.749 1.816 -3.425
H 3.381 -0.318 -2.935
H -1.628 2.125 -1.724
H -0.161 -1.555 -1.179
N -0.049 0.861 -0.129
P 0.065 0.957 1.437
C -1.441 0.326 2.251
C -2.151 1.039 3.234
C -3.269 0.463 3.846
C -3.716 -0.804 3.463
C -3.052 -1.486 2.438
C -1.939 -0.909 1.816
C 1.505 0.012 2.028
C 2.493 0.553 2.868
C 3.614 -0.212 3.201
C 3.791 -1.484 2.648
C 2.832 -2.006 1.771
C 1.688 -1.261 1.477
C 0.253 2.647 2.031
C 0.237 3.688 1.098
C 0.446 5.005 1.526
C 0.643 5.282 2.883
C 0.617 4.246 3.819
C 0.419 2.928 3.400
H -1.837 2.041 3.520
H -3.793 1.012 4.628
H -4.583 -1.253 3.951
H -3.399 -2.469 2.118
H -1.461 -1.409 0.971
H 2.376 1.555 3.273
H 4.354 0.196 3.889
H 4.676 -2.070 2.894
H 2.960 -2.992 1.322
H 0.948 -1.656 0.776
H 0.078 3.447 0.045
H 0.458 5.811 0.793
H 0.814 6.308 3.212
H 0.755 4.452 4.880
H 0.396 2.118 4.134
```

Values from the calculation:
Largest force on an atom in eV Å⁻¹: 4.97
E_tot in a.u.: -3474.296417
Relative energy (zero: lowest compared OMol25 entry of this formula, charge and spin) in kJ/mol: 235.83
Orbital gap (alpha / beta) in eV: 6.3149 / 7.1254
2S+1: 2
LUMO energy (alpha / beta) in eV: 0.3 / 0.4

Atomic partial charges in e from the Mulliken method, atoms 1 to 6: 0.4022 1.0135 -0.0922 -0.3235 -0.1436 -1.1524

=====

(3)
Molecular formula: CHNO4S
Method: DFT, ωB97M-V/def2-TZVPD

Geometry as XYZ:
```
8
CHNO4S | OMol25 | ωB97M-V/def2-TZVPD
C 0.821 -0.963 0.181
N -1.685 0.486 -0.188
O 1.955 -1.002 -0.265
O 0.238 1.440 1.290
O 0.205 -1.809 0.869
O 0.446 1.493 -1.222
S -0.106 0.718 -0.042
H -1.874 -0.363 -0.623
```

Values from the calculation:
Largest force on an atom in eV Å⁻¹: 3.15
E_tot in a.u.: -792.569408
Net charge: -2
SMILES: N=[S@](=O)([O-])C(=O)[O-]
Relative energy (zero: lowest compared OMol25 entry of this formula, charge and spin) in kJ/mol: 73.93
Orbital gap in eV: 6.6775
LUMO energy in eV: 7.1

Atomic partial charges in e from the Mulliken method, atoms 1 to 6: 0.3823 -0.7215 -0.6082 -0.7184 -0.6435 -0.6964

=====

Look up the relative energy (zero: lowest compared OMol25 entry of this formula, charge and spin) of the third one. 73.93 kJ/mol

=====

Copy entry 2 word for word.
Molecular formula: C28H29BCuN7P
Method: DFT, ωB97M-V/def2-TZVPD

Geometry as XYZ:
```
67
C28H29BCuN7P | OMol25 | ωB97M-V/def2-TZVPD
H -0.060 -3.396 0.609
N -0.461 -2.529 -1.279
B -0.937 -1.999 -3.667
N -1.091 -2.910 -2.421
C -1.649 -4.112 -2.189
Cu 0.790 0.226 -1.695
H -2.253 -4.591 -2.944
C -1.332 -4.510 -0.891
H -1.649 -5.403 -0.385
C -0.557 -3.488 -0.347
H -1.399 -2.508 -4.644
C 1.813 1.909 -1.938
H 2.211 2.077 -0.928
H 1.064 2.670 -2.201
H 2.590 1.773 -2.698
N 0.578 -1.657 -3.849
N -1.624 -0.645 -3.373
N 1.340 -0.885 -2.954
N -1.085 0.215 -2.450
C 1.360 -2.058 -4.867
C -2.767 -0.117 -3.855
H 0.925 -2.632 -5.673
H -3.331 -0.659 -4.597
C 2.653 -1.593 -4.644
C -2.950 1.124 -3.257
C 2.606 -0.878 -3.443
C -1.866 1.307 -2.388
H 3.508 -1.736 -5.276
H -3.749 1.816 -3.425
H 3.381 -0.318 -2.935
H -1.628 2.125 -1.724
H -0.161 -1.555 -1.179
N -0.049 0.861 -0.129
P 0.065 0.957 1.437
C -1.441 0.326 2.251
C -2.151 1.039 3.234
C -3.269 0.463 3.846
C -3.716 -0.804 3.463
C -3.052 -1.486 2.438
C -1.939 -0.909 1.816
C 1.505 0.012 2.028
C 2.493 0.553 2.868
C 3.614 -0.212 3.201
C 3.791 -1.484 2.648
C 2.832 -2.006 1.771
C 1.688 -1.261 1.477
C 0.253 2.647 2.031
C 0.237 3.688 1.098
C 0.446 5.005 1.526
C 0.643 5.282 2.883
C 0.617 4.246 3.819
C 0.419 2.928 3.400
H -1.837 2.041 3.520
H -3.793 1.012 4.628
H -4.583 -1.253 3.951
H -3.399 -2.469 2.118
H -1.461 -1.409 0.971
H 2.376 1.555 3.273
H 4.354 0.196 3.889
H 4.676 -2.070 2.894
H 2.960 -2.992 1.322
H 0.948 -1.656 0.776
H 0.078 3.447 0.045
H 0.458 5.811 0.793
H 0.814 6.308 3.212
H 0.755 4.452 4.880
H 0.396 2.118 4.134
```

Values from the calculation:
Largest force on an atom in eV Å⁻¹: 4.97
E_tot in a.u.: -3474.296417
Relative energy (zero: lowest compared OMol25 entry of this formula, charge and spin) in kJ/mol: 235.83
Orbital gap (alpha / beta) in eV: 6.3149 / 7.1254
2S+1: 2
LUMO energy (alpha / beta) in eV: 0.3 / 0.4

Atomic partial charges in e from the Mulliken method, atoms 1 to 6: 0.4022 1.0135 -0.0922 -0.3235 -0.1436 -1.1524

=====

E_tot of number 3 (CHNO4S)? -792.569408 a.u.

=====

Look up the largest force on an atom of the second one. 4.97 eV Å⁻¹